No. 1
The following is a DFT calculation (ωB97M-V/def2-TZVPD) of 2 unconnected molecules or ions with the total composition C6H16NO.

Its spin multiplicity is 2. The energy above the lowest of the compared OMol25 structures with the same formula, charge and spin is 136.5 kcal per mole. The total charge is +2. For the gap between HOMO and LUMO (spin up / spin down), the calculation gives 7.814 / 4.214 eV. The calculation puts the LUMO energy (spin up / spin down) at -10.21 / -13.81 eV.

```
24
Properties=species:S:1:pos:R:3:forces:R:3
O 1.343866 1.058053 0.043236 -1.65 -3.42 1.09
N 4.915455 -0.065470 -0.770827 -1.72 -1.76 -3.91
C -2.093102 0.792994 0.066958 -2.96 -0.83 -1.10
C -0.776552 -1.340499 -0.274739 1.47 -0.60 -0.66
C 1.083369 0.060256 1.266480 2.60 1.56 -3.56
C -0.301792 0.109815 1.649513 -4.39 -2.28 -0.60
C -1.431712 -0.442938 0.743757 1.34 -0.73 0.48
C -3.289793 0.497862 -1.024371 1.86 -0.45 0.65
H -0.668022 0.307910 2.666104 0.61 0.62 -0.18
H -2.661289 1.292897 0.807197 0.03 1.07 0.94
H 1.825777 0.347842 1.969799 0.11 0.11 1.08
H 0.149285 -0.898643 -0.623226 -0.08 0.33 -0.40
H -3.255295 1.374406 -1.610099 0.24 1.17 -0.83
H -4.304169 0.537879 -0.646020 0.09 -0.81 0.56
H -3.056544 -0.310081 -1.731446 -0.37 -0.01 0.57
H 1.775117 1.803848 0.400931 0.62 1.64 0.99
H -1.280946 -1.586552 -1.172390 -1.26 0.31 -0.69
H -0.461711 -2.328790 0.040930 -0.17 -0.20 0.91
H 4.363118 0.313241 -1.576070 -0.34 1.06 1.22
H -2.296894 -0.987006 1.243242 1.30 0.93 0.29
H 1.388204 -0.906744 0.771031 -0.80 0.70 1.04
H 4.579426 -1.044941 -0.728875 0.24 0.15 1.54
H -1.406635 1.401810 -0.435081 1.19 0.90 -0.40
H 5.860836 0.012854 -1.076026 2.04 0.54 0.98
```
Positions in Å, forces in eV/Å.


No. 2
The following is a DFT calculation (ωB97M-V/def2-TZVPD) of 2 unconnected molecules or ions with the total composition C6H16NO3.

The energy above the lowest of the compared OMol25 structures with the same formula, charge and spin is 92.2 kcal per mole. The total charge is +1. For the gap between HOMO and LUMO, the calculation gives 8.373 eV. The calculation puts the LUMO energy at -3.83 eV.

```
26
Properties=species:S:1:pos:R:3:forces:R:3
O -0.502226 -2.662402 0.707791 -1.80 5.07 -5.34
O -1.352665 1.163530 -1.327816 2.16 -0.60 1.30
O 2.453774 1.126022 -1.538728 -1.61 2.23 0.85
N -1.962080 -3.173649 3.126394 -0.32 -0.12 0.62
C 2.859261 1.970287 -0.398843 0.39 0.35 0.44
C -1.360843 1.559391 0.088729 -1.16 1.10 0.35
C -0.094500 0.513659 -1.723996 0.53 -0.96 -1.54
C 1.131486 1.598074 -2.064737 0.35 -0.27 -0.79
C 0.429726 -0.667227 -0.715590 0.10 0.32 0.56
C -0.737493 -1.761619 -0.285341 2.27 -2.05 3.70
H 0.879383 2.682400 -1.698395 0.37 -2.15 -0.49
H -1.476751 -3.196024 2.221822 0.41 0.21 -0.84
H -1.462222 -2.546369 3.767473 -0.10 -0.17 -0.18
H 2.127564 1.806156 0.503578 1.35 0.31 -1.51
H -2.062067 0.796972 0.669331 1.70 1.51 -0.91
H 1.283175 1.652508 -3.244612 -0.51 -0.18 2.60
H -0.313421 -0.017390 -2.770767 0.13 1.25 2.34
H 2.857150 3.129835 -0.661348 -0.02 -2.47 0.38
H -1.988201 -4.119748 3.524297 -0.02 0.24 -0.05
H -0.304923 1.694748 0.574922 -1.96 -0.49 -0.99
H 1.352465 -1.216698 -1.207046 -2.02 0.99 0.99
H 0.869974 -0.114233 0.245729 -1.05 -1.69 -1.83
H -1.764903 -1.676389 -0.839376 1.73 -0.45 1.08
H 3.948258 1.665060 -0.085234 -2.24 0.49 -0.68
H -1.888839 2.625347 0.139778 1.09 -2.37 -0.11
H -2.921084 -2.832239 2.991985 0.25 -0.10 0.04
```
Positions in Å, forces in eV/Å.


No. 3
The following is a DFT calculation (ωB97M-V/def2-TZVPD) of C6H16NO5P3 in the gas phase.

For the gap between HOMO and LUMO, the calculation gives 7.796 eV. The calculation puts the LUMO energy at -0.98 eV.

```
31
Properties=species:S:1:pos:R:3:forces:R:3
P -3.106388 -1.833846 0.803439 -5.88 0.91 3.53
P -1.081672 -1.142380 0.384575 1.09 0.30 0.72
P -0.803171 2.387346 0.974746 -1.47 1.78 4.32
O -2.925763 -3.261484 1.845396 1.54 2.56 -1.57
O -3.393954 1.744885 0.134268 9.35 -0.67 -2.57
O -1.805336 0.914523 -1.476717 -0.11 0.02 3.32
O -4.001842 -2.369200 -0.591889 1.95 1.49 1.46
O -3.976653 -0.804162 1.685054 3.90 -3.63 -3.86
N -1.596879 3.164942 2.194609 1.98 -1.71 -1.03
C -2.083540 1.619229 -0.217048 -8.19 -0.42 -0.12
C -0.929037 -0.250198 -1.294653 0.71 -0.74 -2.95
C 3.259680 0.318304 -0.955782 -0.14 0.21 0.51
C 0.594485 0.221065 -1.695664 1.40 -0.57 -0.50
C 4.263927 -0.173724 0.258774 -0.90 -0.14 0.68
C 1.742621 -0.181936 -0.585753 0.06 0.27 -0.59
H 3.565922 -0.706772 1.067330 1.65 1.03 -1.66
H 3.284051 1.510238 -0.982509 -0.11 -2.64 -0.22
H -0.082887 1.303670 1.607070 -0.03 0.47 -1.36
H 1.767938 -1.354186 -0.538583 -0.05 2.21 0.20
H 5.070031 -0.963497 -0.079224 -1.56 1.85 0.66
H 0.648184 1.377097 -1.986973 -0.44 -2.49 0.93
H 0.899849 -0.352294 -2.696714 -0.76 1.24 2.14
H 3.595039 -0.131406 -1.988735 -0.69 1.04 2.01
H -4.117121 -1.609482 -1.248600 0.24 -1.17 1.52
H -1.253545 -1.046655 -2.123550 0.47 2.04 1.68
H 0.106526 3.324484 0.319997 -0.72 -1.24 -0.35
H 4.726644 0.760419 0.819110 -0.69 -2.10 -1.35
H -0.291314 -2.366921 0.272216 -0.89 0.76 -0.53
H -2.205773 -3.059866 2.539736 -1.69 -0.21 -1.55
H 1.460306 0.282286 0.452553 0.57 -1.09 -1.87
H -1.330336 2.679512 3.103511 -0.61 0.64 -1.59
```
Positions in Å, forces in eV/Å.


No. 4
The following is a DFT calculation (ωB97M-V/def2-TZVPD) of 2 unconnected molecules or ions with the total composition C6H16NOP.

Its spin multiplicity is 3. The energy above the lowest of the compared OMol25 structures with the same formula, charge and spin is 13.6 kcal per mole. For the gap between HOMO and LUMO (spin up / spin down), the calculation gives 7.380 / 7.618 eV. The calculation puts the LUMO energy (spin up / spin down) at 0.99 / -1.90 eV.

```
25
Properties=species:S:1:pos:R:3:forces:R:3
P -0.002983 -0.212987 0.681419 -0.14 0.37 -4.28
O 0.152835 0.008203 2.096287 0.58 0.85 3.91
N -0.027327 -2.713949 0.227331 -0.48 -1.08 -0.39
C -1.876061 -0.263676 -1.275452 -2.71 -1.85 1.85
C -1.472629 0.614244 -0.134468 2.43 2.01 -1.20
C -2.508335 1.037992 0.866235 1.28 1.66 -2.30
C 2.610749 -0.759157 -0.172084 1.13 -0.78 0.77
C 1.909145 1.669916 0.074969 -4.84 -1.27 0.73
C 1.557028 0.244035 -0.361829 -1.70 1.16 -0.90
H 2.311572 -1.663780 -0.567566 -1.22 -2.17 -0.87
H 3.588672 -0.732154 -0.651206 0.19 1.30 0.12
H 0.444424 -3.147605 1.016351 -0.05 -0.36 0.31
H 1.173501 0.238609 -1.429677 0.41 0.11 1.04
H -0.992138 1.506213 -0.674294 -0.61 -0.57 0.97
H 0.881572 2.191018 0.078724 1.79 0.01 -0.03
H -2.716246 -0.994692 -0.913990 1.81 0.62 -0.53
H -1.996971 1.743611 1.533852 -1.02 -0.43 0.37
H 2.713079 -0.993216 0.877037 0.52 0.23 0.54
H -2.340042 0.158274 -2.119099 -0.45 1.31 -0.98
H -0.997201 -0.736384 -1.592933 0.92 -1.41 -0.80
H -3.287466 1.437780 0.227081 -0.36 0.92 0.36
H 2.559099 2.130114 -0.537347 2.26 1.68 -2.26
H -1.018011 -2.588957 0.510033 0.58 -0.37 0.00
H 2.253617 1.675231 1.064082 0.58 -0.01 1.49
H -2.919890 0.151307 1.176541 -0.90 -1.93 2.08
```
Positions in Å, forces in eV/Å.


No. 5
The following is a DFT calculation (ωB97M-V/def2-TZVPD) of a molecular structure, C6H16NS.

The energy above the lowest of the compared OMol25 structures with the same formula, charge and spin is 61.4 kcal per mole. The total charge is +1. For the gap between HOMO and LUMO, the calculation gives 8.817 eV. The calculation puts the LUMO energy at -3.82 eV.

```
24
Properties=species:S:1:pos:R:3:forces:R:3
S 0.077186 -2.177697 -0.958597 -0.25 1.25 2.07
N 0.269128 -1.107724 1.690200 0.44 0.09 -2.60
C -0.053697 2.082539 0.831449 1.78 1.61 -3.21
C -0.462433 -0.448827 0.485905 2.67 -1.62 -2.60
C -1.929423 -0.309318 0.648841 0.57 -2.26 3.30
C -0.311572 -1.816216 -2.684410 -1.19 -0.24 -0.27
C 1.864563 0.599239 -0.235762 1.08 -1.26 2.14
C 0.365880 0.786929 -0.048223 -2.78 1.20 0.07
H -2.433643 -1.208406 1.088446 0.64 -0.05 -1.13
H -2.118068 0.284097 1.529142 -0.14 1.37 -0.06
H 0.073951 -2.137115 1.664695 0.34 0.97 0.34
H -0.025155 -0.651421 2.525006 -0.31 0.14 1.19
H 0.295329 3.139812 0.363603 -0.80 -2.67 0.41
H 1.295880 -0.882397 1.507244 -1.33 -0.70 0.42
H -0.993167 -0.942256 -2.610016 0.15 -0.63 -0.59
H 2.464917 1.441681 0.208865 -0.66 -0.93 -0.37
H 2.157322 0.473681 -1.248984 0.04 0.11 -0.97
H -0.859028 -2.744961 -3.118161 0.90 1.78 0.74
H 0.424731 2.172405 1.747501 1.07 -0.51 2.02
H -2.414595 -0.017899 -0.212354 -1.00 0.90 -1.69
H 2.254662 -0.427622 0.210040 -0.55 2.01 -0.63
H -1.090511 2.179122 1.002566 -1.19 -0.09 -0.09
H 0.565632 -1.540091 -3.288957 -0.30 -0.24 0.39
H -0.151782 0.971337 -1.049667 0.82 -0.24 1.13
```
Positions in Å, forces in eV/Å.


No. 6
The following is a DFT calculation (ωB97M-V/def2-TZVPD) of 2 unconnected molecules or ions with the total composition C6H16O.

The energy above the lowest of the compared OMol25 structures with the same formula, charge and spin is 19.8 kcal per mole. For the gap between HOMO and LUMO, the calculation gives 11.075 eV. The calculation puts the LUMO energy at 1.00 eV.

```
23
Properties=species:S:1:pos:R:3:forces:R:3
O 1.110560 -0.070142 -1.211295 0.36 0.15 -0.30
C -0.478504 -1.824806 -1.863724 0.42 0.24 -0.65
C -0.802884 2.482730 0.181186 -0.73 -0.59 0.65
C 0.981034 -1.445045 -1.556677 -0.22 -0.44 0.70
C -0.762812 1.243473 1.101402 -1.21 0.63 0.87
C -0.430702 1.619093 2.553265 0.68 -0.55 0.01
C 1.544100 -2.276373 -0.399490 -0.51 0.12 0.28
H 0.640822 1.786266 2.702808 -0.08 0.16 -0.09
H -1.765187 0.821394 1.203845 -0.17 -0.05 -0.50
H -1.056893 -0.913023 -2.039365 -0.18 -0.08 0.44
H -0.863392 -2.445645 -1.058850 -0.40 0.19 -0.04
H 1.790830 -3.289564 -0.722446 0.23 0.09 0.04
H -0.158420 0.410473 0.778750 0.53 0.07 -0.07
H -0.691368 0.768616 3.175396 0.01 -0.12 0.29
H 1.627825 -1.640825 -2.405520 0.02 0.27 -0.37
H -0.516084 2.291514 -0.849356 0.24 0.23 -0.01
H 2.384007 -1.742370 0.038540 0.36 -0.26 -0.23
H 0.816895 -2.372746 0.417218 -0.07 0.07 -0.17
H -1.820127 2.886487 0.182512 0.00 -0.16 -0.20
H -0.595464 -2.346799 -2.816072 0.23 -0.30 0.16
H -0.968253 2.477151 2.957293 -0.13 0.08 -0.35
H 0.253780 0.323311 -1.043265 -0.12 -0.11 -0.08
H -0.239764 3.256830 0.673845 0.75 0.36 -0.39
```
Positions in Å, forces in eV/Å.


No. 7
The following is a DFT calculation (ωB97M-V/def2-TZVPD) of 2 unconnected molecules or ions with the total composition C6H16O.

The energy above the lowest of the compared OMol25 structures with the same formula, charge and spin is 13.7 kcal per mole. For the gap between HOMO and LUMO, the calculation gives 11.297 eV. The calculation puts the LUMO energy at 0.72 eV.

```
23
Properties=species:S:1:pos:R:3:forces:R:3
O 2.933961 0.706515 -0.232726 0.24 -0.21 0.01
C -0.918636 2.130741 1.543464 -0.43 -0.25 -0.41
C -0.725716 0.656119 1.181454 0.24 -0.06 0.31
C 0.354674 -2.156076 -0.165311 0.19 -0.74 -0.16
C -1.511786 0.130181 -0.036363 0.00 -0.47 0.31
C -0.628397 0.040488 -1.290254 -0.27 0.36 0.58
C 0.297639 -1.186420 -1.358238 -0.41 -0.43 -0.11
H -0.030742 -1.808236 -2.194033 0.20 0.17 -0.19
H 1.291879 -0.828096 -1.580607 0.28 -0.03 -0.09
H 0.327338 0.482771 0.957071 0.14 0.11 0.06
H 1.363603 -2.569591 -0.057598 0.00 0.26 0.09
H 3.583755 0.865398 -0.924729 -0.06 0.17 -0.08
H -1.865672 -0.867357 0.237593 -0.16 -0.02 -0.25
H -1.068419 2.683643 0.611360 0.27 0.32 0.22
H -0.924431 0.050023 2.072162 -0.11 -0.02 -0.10
H -0.002606 0.927552 -1.266590 0.14 0.26 -0.15
H -2.412899 0.707780 -0.239542 0.02 0.26 0.08
H -0.096525 2.526568 2.132835 0.25 0.09 -0.23
H -1.804033 2.290399 2.156641 -0.25 -0.12 -0.09
H -0.245987 -3.051894 -0.360537 -0.18 0.23 0.04
H 3.282723 -0.079275 0.205381 -0.17 0.06 0.09
H -1.235546 0.131096 -2.191689 -0.02 -0.19 -0.02
H 0.035818 -1.782336 0.800249 0.10 0.27 0.06
```
Positions in Å, forces in eV/Å.


No. 8
The following is a DFT calculation (ωB97M-V/def2-TZVPD) of 3 unconnected molecules or ions with the total composition C6H16O2.

The energy above the lowest of the compared OMol25 structures with the same formula, charge and spin is 57.3 kcal per mole. For the gap between HOMO and LUMO, the calculation gives 10.200 eV. The calculation puts the LUMO energy at 0.55 eV.

```
24
Properties=species:S:1:pos:R:3:forces:R:3
O -0.073135 -5.145456 -2.562789 0.52 -0.03 -0.12
O -3.481639 -1.548666 0.833901 2.40 -0.45 -0.13
C 2.450244 0.547396 1.628856 0.69 1.70 0.37
C 0.234236 2.228014 -0.073672 -0.89 -3.65 -2.73
C -2.253986 2.082860 -0.136928 -2.39 -1.85 1.02
C 1.246612 1.090434 -0.648060 2.79 1.23 1.56
C -1.090203 1.549630 0.205167 -0.77 -0.25 0.84
C 1.726234 0.022957 0.418768 -0.69 -2.21 -1.35
H -1.002525 -5.308124 -2.409967 -0.24 -0.20 -0.03
H 1.880675 1.383156 2.120114 0.32 -0.59 -0.56
H 0.943889 0.495577 -1.492155 -1.19 0.22 -0.32
H -3.013451 -2.092633 1.488847 -1.13 -0.19 0.67
H -3.307444 1.681010 0.076396 1.95 -0.25 0.08
H 3.405279 1.086180 1.182926 -1.36 -1.45 1.56
H -2.624773 -1.423657 0.356972 -1.26 0.66 -0.56
H 2.162069 1.604443 -1.066003 -0.74 -0.21 0.56
H 2.548685 -0.206451 2.478650 0.62 0.83 -1.44
H 0.475150 2.888475 0.698338 1.26 0.46 1.46
H 2.338768 -0.955674 -0.008621 -1.32 2.80 0.48
H -2.445950 2.973157 -0.629671 0.67 1.94 -1.11
H 0.292993 -5.944021 -2.968423 -0.29 0.23 0.16
H -1.150395 0.593228 0.772001 0.37 0.75 -0.40
H 0.753062 -0.448727 0.648303 0.44 -0.08 0.61
H -0.014395 2.846894 -0.912948 0.23 0.60 -0.60
```
Positions in Å, forces in eV/Å.